31
Properties=species:S:1:pos:R:3:mulliken_charge:R:1 method="wB97M-V/def2-TZVPD" s2=0.751 multiplicity=2 e_homo_ev="-8.13 / -13.15" charge=+1
Be 8.24184 -16.83569 -22.22294 0.38
O 5.58287 -17.22275 -21.96601 -0.39
H 4.95448 -16.50204 -21.92210 0.25
H 5.05689 -17.98544 -22.20655 0.24
O 10.06365 -17.34346 -24.07598 -0.38
H 10.86546 -16.83688 -23.94678 0.21
H 10.31843 -18.04836 -24.67131 0.24
O 8.72374 -19.38313 -22.25168 -0.38
H 8.44594 -19.87484 -23.02451 0.20
H 9.36780 -19.94897 -21.82593 0.25
O 10.44747 -17.02094 -21.10858 -0.37
H 10.71783 -16.31136 -20.52580 0.25
H 11.10478 -17.70401 -20.97599 0.23
O 7.18180 -17.93974 -24.29732 -0.36
H 7.48827 -18.82377 -24.49930 0.18
H 6.33543 -17.87232 -24.73929 0.27
O 7.61495 -17.83996 -19.90647 -0.42
H 7.42237 -17.24208 -19.18419 0.24
H 8.17775 -18.51052 -19.51937 0.26
O 7.59719 -15.06972 -20.50445 -0.41
H 7.36388 -14.17581 -20.75493 0.23
H 7.40332 -15.11496 -19.56819 0.24
O 9.55577 -14.59344 -22.77497 -0.43
H 10.44397 -14.91343 -22.93292 0.23
H 9.51347 -13.76082 -23.24526 0.26
C 6.84977 -14.76967 -24.73511 -0.73
O 6.64305 -15.04738 -23.34255 -0.30
H 6.13217 -13.98084 -24.96071 0.34
H 7.85728 -14.57509 -25.10275 0.26
H 6.50772 -15.63686 -25.29998 0.23
H 5.70236 -14.98477 -23.16150 0.22

30
Properties=species:S:1:pos:R:3:mulliken_charge:R:1 method="wB97M-V/def2-TZVPD" e_homo_ev=-5.05 charge=0
O -0.05467 0.07479 -1.19832 -0.54
H -0.42635 -0.79589 -1.35757 0.46
H 0.89851 -0.03390 -1.16297 0.45
H -0.47329 0.47127 -0.43075 0.49
C -2.73506 -1.68867 3.71154 -0.58
O -3.11043 -0.36929 3.26114 -0.82
H -3.04879 -2.53826 3.10503 0.20
H -1.65359 -1.82256 3.73581 0.16
H -3.04442 -1.81722 4.74878 0.19
O 4.25206 2.99990 -4.83727 -0.64
H 4.92636 3.14777 -4.17418 0.32
H 3.78270 3.83232 -4.89205 0.32
O -4.42907 3.96740 -0.72636 -0.66
H -5.37225 3.98868 -0.88821 0.32
H -4.33656 3.47479 0.08912 0.34
O 0.07390 2.40134 5.92730 -0.65
H -0.48300 1.94014 5.30008 0.34
H 0.29796 3.22302 5.49041 0.31
O 2.72866 4.20593 0.92248 -0.65
H 3.20410 4.69970 0.25436 0.32
H 1.95889 4.74153 1.11435 0.33
O -2.94789 -4.89458 -2.17952 -0.65
H -3.88491 -4.75847 -2.31988 0.32
H -2.89839 -5.41399 -1.37702 0.33
O 4.19863 -1.65589 0.17522 -0.66
H 4.28497 -2.60892 0.19805 0.32
H 4.30912 -1.38304 1.08603 0.33
O 1.43377 -4.09068 -4.47097 -0.65
H 0.64528 -4.52776 -4.14929 0.32
H 1.90378 -4.76945 -4.95531 0.32

41
Properties=species:S:1:pos:R:3:mulliken_charge:R:1 method="wB97M-V/def2-TZVPD" s2=8.952 multiplicity=6 e_homo_ev="-1.00 / -1.05" charge=-2
O 3.98146 1.17548 -0.26373 -0.33
H 3.15987 0.68019 -0.29943 0.39
H 4.23813 1.41728 0.62916 0.35
H 3.80267 1.97718 -0.76063 0.44
Mn 0.51377 0.33521 3.02455 1.08
C -0.44138 0.07603 -0.22872 0.59
O 0.59451 -0.39415 0.27592 -0.71
O -1.20189 0.46101 0.64707 -0.79
O -0.70958 0.03568 -1.42779 -0.74
P 3.44558 2.08753 3.68166 0.76
O 4.73255 2.25725 2.86854 -0.81
O 2.19997 2.45866 2.82402 -0.70
O 3.52068 2.95289 4.93765 -0.83
O 3.07963 0.61114 3.93915 -0.65
O 0.39739 -1.62607 -4.69916 -0.66
H 1.33652 -1.48636 -4.82064 0.30
H 0.21866 -1.30146 -3.81660 0.35
O -5.32075 -0.15484 0.42089 -0.67
H -5.03113 -0.94985 -0.02668 0.32
H -4.55118 0.41436 0.42107 0.34
O 2.18569 -3.73077 -1.04051 -0.67
H 1.87579 -2.85035 -0.82823 0.35
H 1.66550 -4.30925 -0.48285 0.30
O -3.31666 -2.81096 2.61382 -0.64
H -3.52006 -1.98257 2.17951 0.35
H -3.70124 -3.47975 2.04721 0.30
O 4.19321 -2.92872 2.86644 -0.68
H 3.95532 -2.06591 3.20584 0.37
H 3.57119 -3.08715 2.15636 0.30
O -3.83147 -2.68041 -1.49096 -0.64
H -3.16549 -2.10389 -1.86556 0.33
H -4.43922 -2.84524 -2.21187 0.30
O -2.46561 3.97824 2.23959 -0.65
H -2.19173 3.17870 1.79019 0.35
H -2.48164 3.73918 3.16632 0.30
O -3.29156 2.15589 -3.22669 -0.67
H -2.63498 1.63580 -2.76340 0.37
H -2.82788 2.50489 -3.98789 0.30
O 0.76742 2.30137 -4.27605 -0.66
H 0.29229 1.66002 -3.74770 0.37
H 1.39574 2.69357 -3.66973 0.29

The records above yield relative energy (zero: lowest compared OMol25 entry of this formula, charge and spin) values of 0.247; 8.140; 10.532 eV, respectively.